# C12H23BN5O2S2TeZn

C12H23BN5O2S2TeZn as an isolated structure (ωB97M-V/def2-TZVPD, the OMol25 dataset).

```
47
Properties=species:S:1:pos:R:3
Zn 1.031 0.115 -0.411
C -2.319 -2.103 -1.511
N -2.650 -0.943 -0.713
C -3.616 -0.881 0.263
C -3.538 0.357 0.801
N -2.539 1.054 0.163
B -2.336 2.572 0.516
N -0.970 3.155 0.030
C -0.905 4.305 -0.720
C 0.378 4.735 -0.738
N 1.102 3.836 0.014
C 2.525 3.907 0.277
C 0.258 2.887 0.473
S 0.768 1.542 1.439
C -2.002 0.247 -0.752
S -0.748 0.565 -1.903
H -3.035 -2.891 -1.294
H -1.315 -2.453 -1.269
H -2.352 -1.858 -2.570
H -4.280 -1.699 0.477
H -4.126 0.811 1.581
H -3.199 3.186 -0.047
H -2.376 2.666 1.711
H -1.780 4.720 -1.187
H 0.838 5.585 -1.208
H 2.897 4.856 -0.100
H 3.051 3.089 -0.214
H 2.712 3.846 1.347
C 1.744 -1.852 -3.105
Te 3.159 -0.573 -2.129
C 4.143 -2.256 -1.239
H 2.245 -2.402 -3.897
H 0.946 -1.240 -3.515
H 1.342 -2.532 -2.358
H 4.544 -2.858 -2.051
H 3.415 -2.818 -0.663
H 4.950 -1.904 -0.603
N -0.404 -3.127 3.466
C 0.802 -2.913 2.668
C 0.464 -2.098 1.423
O 1.283 -1.843 0.544
O -0.765 -1.671 1.356
H -0.714 -4.089 3.448
H -1.194 -2.006 2.191
H -0.278 -2.863 4.434
H 1.300 -3.832 2.360
H 1.544 -2.330 3.216
```

Properties
- Kohn-Sham gap: 8.5 eV
- DFT total energy: -102419.4675 eV
- Charge: +1
- HOMO level: -10.9 eV
- LUMO: -2.41 eV